[1]
Density functional theory data (ωB97M-V with the def2-TZVPD basis set) for a structure of composition C48H36CrN11.

Orbital gap (alpha / beta) ... 0.1933 / 0.1837 Eh
ΔE to the lowest compared entry with this formula, charge and spin ... 1293.4 kJ/mol
LUMO energy (alpha / beta) ... 2.08 / 1.36 eV
Multiplicity ... 5
Net charge ... -1
Calculated total energy ... -95163.8934 eV
HOMO level (alpha / beta) ... -3.18 / -3.63 eV

XYZ file:
```
96
C48H36CrN11 (ωB97M-V with the def2-TZVPD basis set)
Cr -0.63 0.54 -0.80
C -3.20 3.39 4.61
C -1.95 3.33 5.22
C -0.88 2.79 4.53
C -0.99 2.29 3.24
C 0.31 1.76 2.61
N 0.99 0.80 3.11
C 1.88 -0.07 2.45
C 2.31 -1.26 3.06
C 2.25 -1.68 4.41
C 2.65 -2.95 4.72
C 3.12 -3.84 3.71
C 3.18 -3.46 2.40
C 2.79 -2.15 2.06
C 2.66 -1.53 0.80
N 2.55 -2.29 -0.37
C 2.14 -1.88 -1.52
N -0.25 -1.14 -1.63
C -0.84 -1.92 -2.64
N -2.14 -1.77 -2.82
C -2.88 -0.89 -2.11
N -2.48 0.03 -1.13
C -3.59 0.60 -0.49
N -3.64 1.38 0.61
C -2.57 1.70 1.31
N -1.34 1.16 0.87
C -2.31 2.32 2.61
C -3.37 2.88 3.34
C -4.75 0.10 -1.18
C -6.11 0.34 -0.98
C -7.02 -0.32 -1.78
C -6.59 -1.23 -2.77
C -5.25 -1.48 -2.97
C -4.32 -0.81 -2.17
C 0.18 -2.85 -3.10
C -0.15 -3.83 -4.05
C 0.75 -4.79 -4.46
C 2.02 -4.83 -3.90
C 2.39 -3.89 -2.96
C 1.53 -2.87 -2.54
N 2.18 -0.25 1.09
H -4.05 3.81 5.13
H -1.81 3.73 6.22
H 0.10 2.75 5.00
H 1.88 -1.00 5.16
H 2.62 -3.29 5.75
H 3.42 -4.84 4.00
H 3.52 -4.14 1.63
H -4.35 2.89 2.87
H -6.44 1.03 -0.22
H -8.08 -0.14 -1.66
H -7.32 -1.73 -3.39
H -4.91 -2.18 -3.72
H -1.15 -3.81 -4.46
H 0.46 -5.52 -5.20
H 2.73 -5.59 -4.20
H 3.38 -3.91 -2.53
C -0.15 -2.02 -0.42
N 0.68 -0.13 -2.14
C 0.24 0.35 -3.47
C 2.22 -0.44 -2.00
C 2.93 -0.44 -3.30
C 3.96 0.41 -3.59
C 4.42 1.36 -2.68
C 3.76 1.44 -1.45
C 2.75 0.59 -1.08
N 1.95 0.77 0.13
C 2.02 2.05 0.79
C 3.19 2.56 1.32
C 3.22 3.78 2.00
C 2.02 4.49 2.08
C 0.82 3.96 1.69
C 0.73 2.51 1.35
N -0.38 2.16 0.38
C -1.14 -0.09 1.68
C -1.10 3.28 -0.26
H 0.22 -3.00 -0.67
H -1.19 -2.09 -0.10
H 0.46 -1.61 0.37
H 0.40 -0.39 -4.25
H 0.86 1.22 -3.67
H -0.81 0.63 -3.44
H 2.62 -1.18 -4.03
H 4.43 0.32 -4.56
H 5.21 2.05 -2.93
H 4.03 2.24 -0.79
H 4.11 2.01 1.19
H 4.16 4.19 2.35
H 2.02 5.51 2.46
H -0.09 4.51 1.88
H -1.36 0.09 2.73
H -0.15 -0.51 1.60
H -1.89 -0.76 1.27
H -1.64 3.90 0.46
H -1.80 2.90 -1.00
H -0.33 3.87 -0.74
```

[2]
Density functional theory data (ωB97M-V with the def2-TZVPD basis set) for a structure of composition C48H36N3P3Se2V at a distorted geometry.

Orbital gap (alpha / beta) ... 0.2696 / 0.2952 Eh
ΔE to the lowest compared entry with this formula, charge and spin ... 0.0 kJ/mol
LUMO energy (alpha / beta) ... 0.21 / 0.18 eV
Multiplicity ... 4
Calculated total energy ... -239078.0137 eV
HOMO level (alpha / beta) ... -7.13 / -7.85 eV

XYZ file:
```
93
C48H36N3P3Se2V (ωB97M-V with the def2-TZVPD basis set)
V 0.22 -0.50 0.23
Se 5.91 3.09 1.98
P 5.76 1.70 0.42
C 6.03 2.47 -1.20
C 7.15 2.21 -1.98
C 7.35 2.90 -3.18
C 6.43 3.85 -3.60
C 5.31 4.12 -2.82
C 5.12 3.44 -1.63
C 6.95 0.33 0.47
C 6.97 -0.66 -0.52
C 7.93 -1.65 -0.49
C 8.88 -1.67 0.53
C 8.86 -0.69 1.52
C 7.90 0.32 1.49
C 4.12 0.87 0.32
C 2.80 1.28 0.30
N 2.06 0.15 0.29
N 2.86 -0.93 0.34
N 4.10 -0.51 0.36
P 1.75 2.74 0.17
Se -0.19 2.26 0.96
C 1.68 3.19 -1.57
C 2.50 2.59 -2.53
C 2.43 3.00 -3.85
C 1.57 4.03 -4.22
C 0.74 4.62 -3.26
C 0.79 4.20 -1.95
C 2.46 4.13 1.03
C 2.78 5.32 0.37
C 3.28 6.39 1.09
C 3.44 6.29 2.47
C 3.10 5.11 3.13
C 2.62 4.03 2.41
H 7.88 1.48 -1.66
H 8.23 2.69 -3.78
H 6.59 4.38 -4.53
H 4.59 4.87 -3.14
H 4.28 3.69 -1.00
H 6.22 -0.66 -1.30
H 7.94 -2.42 -1.25
H 9.63 -2.45 0.56
H 9.60 -0.70 2.32
H 7.87 1.09 2.25
H 3.18 1.79 -2.24
H 3.06 2.53 -4.60
H 1.53 4.36 -5.25
H 0.06 5.41 -3.55
H 0.13 4.64 -1.21
H 2.65 5.40 -0.70
H 3.54 7.31 0.58
H 3.83 7.13 3.03
H 3.24 5.02 4.20
H 2.36 3.11 2.92
C -5.48 1.74 1.85
C -4.38 1.20 2.50
C -3.33 0.66 1.77
C -3.38 0.64 0.37
C -4.49 1.19 -0.28
C -5.53 1.74 0.47
P -2.04 -0.24 -0.49
C -2.09 0.37 -2.21
C -2.24 1.72 -2.47
C -2.18 2.20 -3.77
C -1.93 1.33 -4.83
C -1.75 -0.02 -4.57
C -1.83 -0.51 -3.27
C -2.61 -1.98 -0.59
C -3.89 -2.36 -0.86
C -4.22 -3.74 -0.95
C -3.24 -4.68 -0.79
C -1.90 -4.31 -0.52
C -0.88 -5.28 -0.36
C 0.39 -4.89 -0.08
C 0.72 -3.52 0.08
C -0.21 -2.50 -0.05
C -1.56 -2.94 -0.39
H -6.30 2.16 2.43
H -4.33 1.21 3.59
H -2.47 0.26 2.27
H -4.54 1.19 -1.36
H -6.39 2.16 -0.04
H -2.41 2.41 -1.65
H -2.31 3.26 -3.96
H -1.89 1.71 -5.84
H -1.54 -0.71 -5.39
H -1.69 -1.56 -3.08
H -4.67 -1.62 -1.00
H -5.24 -4.04 -1.16
H -3.49 -5.74 -0.87
H -1.13 -6.34 -0.47
H 1.17 -5.64 0.03
H 1.74 -3.27 0.32
```

[3]
Density functional theory data (ωB97M-V with the def2-TZVPD basis set) for a structure of composition C48H37CsN2OP2SSe2 at a distorted geometry.

Orbital gap ... 0.2193 Eh
ΔE to the lowest compared entry with this formula, charge and spin ... 113.7 kJ/mol
LUMO energy ... -0.04 eV
Calculated total energy ... -216055.6282 eV
HOMO level ... -6.01 eV

XYZ file:
```
94
C48H37CsN2OP2SSe2 (ωB97M-V with the def2-TZVPD basis set)
Cs 0.87 0.97 -0.69
O -1.31 0.13 -1.30
S -1.72 -0.63 -0.07
C -3.42 -0.14 0.24
C -4.50 -0.66 -0.46
C -5.77 -0.16 -0.22
C -5.94 0.85 0.72
C -4.85 1.39 1.40
C -3.57 0.90 1.17
P -2.01 1.62 1.85
C -1.61 0.36 3.12
C -0.27 0.00 3.27
C 0.11 -0.98 4.18
C -0.86 -1.62 4.94
C -2.20 -1.27 4.81
C -2.57 -0.29 3.90
C -2.60 3.05 2.83
C -2.39 3.15 4.21
C -2.79 4.30 4.89
C -3.41 5.34 4.21
C -3.62 5.24 2.84
C -3.20 4.11 2.15
C -1.92 -2.34 -0.56
C -2.76 -3.17 0.17
C -2.90 -4.49 -0.21
C -2.20 -4.97 -1.31
C -1.33 -4.14 -2.00
C -1.15 -2.80 -1.63
P 0.22 -1.76 -2.34
C -0.53 -1.02 -3.84
C -1.73 -1.42 -4.40
C -2.21 -0.81 -5.56
C -1.49 0.20 -6.17
C -0.28 0.62 -5.61
C 0.18 0.02 -4.45
C 1.28 -3.08 -3.07
C 1.35 -3.40 -4.42
C 2.24 -4.36 -4.88
C 3.07 -5.02 -3.99
C 3.01 -4.71 -2.63
C 2.13 -3.74 -2.18
H -4.35 -1.44 -1.20
H -6.62 -0.55 -0.76
H -6.93 1.24 0.91
H -5.00 2.20 2.11
H 0.49 0.50 2.67
H 1.15 -1.25 4.28
H -0.57 -2.39 5.65
H -2.95 -1.76 5.41
H -3.62 -0.02 3.79
H -1.91 2.35 4.75
H -2.62 4.37 5.96
H -3.72 6.23 4.75
H -4.09 6.06 2.30
H -3.34 4.05 1.08
H -3.32 -2.79 1.02
H -3.56 -5.15 0.35
H -2.32 -6.00 -1.63
H -0.75 -4.54 -2.82
H -2.31 -2.22 -3.94
H -3.15 -1.14 -5.99
H -1.86 0.67 -7.07
H 0.28 1.42 -6.08
H 1.12 0.35 -4.01
H 0.70 -2.88 -5.13
H 2.29 -4.59 -5.94
H 3.77 -5.77 -4.35
H 3.67 -5.22 -1.93
H 2.12 -3.47 -1.13
Se 4.07 0.12 0.85
N 3.22 -0.41 -0.60
C 4.15 -0.42 -1.59
C 3.89 -0.77 -2.94
C 4.92 -0.75 -3.84
C 6.24 -0.37 -3.45
C 6.52 -0.02 -2.16
C 5.48 -0.05 -1.20
N 5.65 0.22 0.11
H 2.90 -1.07 -3.25
H 4.73 -1.03 -4.87
H 7.03 -0.37 -4.19
H 7.51 0.26 -1.85
Se 2.44 2.68 1.35
C 3.16 3.60 2.86
C 3.32 2.96 4.09
C 3.83 3.65 5.19
C 4.18 4.99 5.08
C 4.02 5.63 3.86
C 3.52 4.94 2.76
H 3.03 1.92 4.19
H 3.94 3.13 6.14
H 4.58 5.52 5.94
H 4.30 6.67 3.76
H 3.41 5.45 1.81
```

[4]
Density functional theory data (ωB97M-V with the def2-TZVPD basis set) for a structure of composition C48H37N12O9SSbScTe at a distorted geometry.

Orbital gap ... 0.2266 Eh
ΔE to the lowest compared entry with this formula, charge and spin ... 0.0 kJ/mol
LUMO energy ... 1.80 eV
Net charge ... -1
Calculated total energy ... -132052.1245 eV
HOMO level ... -4.36 eV

XYZ file:
```
110
C48H37N12O9SSbScTe (ωB97M-V with the def2-TZVPD basis set)
Sc -0.89 0.44 -1.60
C 1.93 1.77 4.97
O 2.02 3.18 4.86
C 2.62 3.67 3.74
C 2.54 5.05 3.55
C 3.11 5.62 2.42
C 3.72 4.83 1.46
C 3.84 3.46 1.68
C 3.29 2.88 2.82
N 4.29 5.51 0.32
N 4.15 5.06 -0.82
C 3.30 3.91 -1.04
C 3.88 2.81 -1.62
C 3.21 1.58 -1.71
C 1.91 1.47 -1.27
O 1.23 0.35 -1.24
C 1.26 2.65 -0.78
N -0.04 2.48 -0.41
C -0.71 3.52 0.02
C -0.14 4.81 0.10
C 1.17 4.98 -0.24
C 1.93 3.88 -0.68
H 1.37 1.57 5.88
H 2.92 1.31 5.05
H 1.40 1.34 4.12
H 2.02 5.65 4.29
H 3.06 6.69 2.27
H 4.34 2.84 0.95
H 3.41 1.82 2.98
H 4.91 2.89 -1.94
H 3.70 0.71 -2.12
H -1.74 3.34 0.32
H -0.75 5.64 0.44
H 1.62 5.96 -0.20
N 0.95 0.45 1.56
C -0.33 0.26 1.82
N -0.77 0.47 3.07
C -2.03 0.09 3.28
N -2.56 0.33 4.50
N -2.81 -0.56 2.40
C -2.31 -0.63 1.19
N -1.12 -0.18 0.80
C -3.12 -1.32 0.15
C -4.20 -2.12 0.51
C -4.91 -2.74 -0.50
C -4.54 -2.53 -1.82
C -3.44 -1.72 -2.08
N -2.73 -1.15 -1.11
H 1.53 0.87 2.27
H 1.27 0.33 0.60
H -2.08 0.98 5.09
H -3.56 0.25 4.58
H -4.44 -2.23 1.55
H -5.75 -3.39 -0.26
H -5.08 -2.98 -2.64
H -3.10 -1.55 -3.09
O -3.94 6.23 -5.15
N -4.44 5.98 -4.07
O -5.31 6.67 -3.56
C -3.96 4.81 -3.34
C -4.51 4.52 -2.12
C -4.03 3.43 -1.43
C -3.03 2.55 -1.94
O -2.65 1.50 -1.33
C -2.52 2.91 -3.24
C -2.97 4.01 -3.91
N -1.52 2.12 -3.92
O -0.53 1.77 -3.02
O -2.25 0.87 -4.25
N -4.62 3.18 -0.11
O -5.81 3.45 0.03
O -3.95 2.64 0.74
H -5.29 5.14 -1.69
H -2.55 4.23 -4.88
S -0.42 -1.64 -3.22
Sb 0.92 -2.96 -0.01
C 2.00 -3.79 -1.66
C 2.64 -2.91 -2.53
C 3.44 -3.40 -3.55
C 3.60 -4.77 -3.72
C 2.96 -5.65 -2.86
C 2.17 -5.17 -1.83
C -0.69 -4.36 0.07
C -1.30 -4.66 1.29
C -2.46 -5.41 1.35
C -3.04 -5.87 0.18
C -2.47 -5.57 -1.05
C -1.30 -4.81 -1.10
C 2.21 -3.91 1.42
C 2.05 -5.20 1.92
C 2.97 -5.75 2.81
C 4.07 -5.00 3.22
C 4.24 -3.71 2.73
C 3.32 -3.17 1.85
H 2.48 -1.84 -2.43
H 3.92 -2.71 -4.23
H 4.22 -5.15 -4.52
H 3.08 -6.72 -2.99
H 1.68 -5.86 -1.16
H -0.86 -4.29 2.22
H -2.91 -5.64 2.31
H -3.95 -6.46 0.22
H -2.93 -5.91 -1.97
H -0.88 -4.56 -2.07
H 1.21 -5.81 1.60
H 2.83 -6.75 3.18
H 4.79 -5.43 3.91
H 5.10 -3.13 3.04
H 3.47 -2.16 1.48
Te -1.02 -0.42 -5.14
```

[5]
Density functional theory data (ωB97M-V with the def2-TZVPD basis set) for a structure of composition C48H38N3O2W at a distorted geometry.

Orbital gap (alpha / beta) ... 0.2420 / 0.2276 Eh
ΔE to the lowest compared entry with this formula, charge and spin ... 389.5 kJ/mol
LUMO energy (alpha / beta) ... -2.65 / -2.93 eV
Multiplicity ... 3
Net charge ... +1
Calculated total energy ... -60776.4256 eV
HOMO level (alpha / beta) ... -9.24 / -9.12 eV

XYZ file:
```
92
C48H38N3O2W (ωB97M-V with the def2-TZVPD basis set)
W -0.40 0.47 0.43
O -0.87 1.60 1.76
C -1.64 1.44 2.89
C -2.45 0.12 2.69
C -1.55 -1.09 2.68
C -1.70 -2.07 3.64
C -0.88 -3.19 3.64
C 0.06 -3.29 2.63
C 0.17 -2.28 1.68
C 1.19 -2.38 0.59
C 0.61 -2.32 -0.84
O 0.14 -0.96 -1.08
C 1.71 -2.70 -1.83
C 2.99 -2.17 -1.71
C 3.99 -2.53 -2.59
C 3.73 -3.42 -3.62
C 2.47 -3.97 -3.74
C 1.47 -3.62 -2.84
C -0.66 -3.13 -1.09
C -1.46 -2.74 -2.16
C -2.62 -3.42 -2.47
C -3.00 -4.52 -1.72
C -2.20 -4.93 -0.67
C -1.03 -4.25 -0.36
N -0.60 -1.18 1.71
C -2.52 2.68 3.04
C -1.92 3.92 2.79
C -2.65 5.09 2.93
C -3.98 5.03 3.31
C -4.58 3.81 3.56
C -3.85 2.64 3.43
C -0.73 1.31 4.12
C -1.23 1.52 5.40
C -0.40 1.38 6.50
C 0.93 1.05 6.34
C 1.43 0.86 5.06
C 0.61 1.00 3.96
H -2.95 0.21 1.71
H -3.20 0.00 3.47
H -2.46 -1.97 4.40
H -0.97 -3.96 4.38
H 0.74 -4.13 2.58
H 1.77 -3.30 0.70
H 1.88 -1.52 0.70
H 3.24 -1.46 -0.92
H 4.99 -2.12 -2.47
H 4.51 -3.69 -4.32
H 2.26 -4.69 -4.51
H 0.51 -4.08 -2.94
H -1.16 -1.91 -2.78
H -3.21 -3.11 -3.32
H -3.90 -5.06 -1.96
H -2.47 -5.79 -0.09
H -0.40 -4.61 0.44
H -0.89 3.95 2.48
H -2.17 6.04 2.75
H -4.56 5.94 3.40
H -5.61 3.76 3.86
H -4.34 1.70 3.64
H -2.27 1.80 5.54
H -0.79 1.55 7.50
H 1.58 0.96 7.20
H 2.48 0.63 4.93
H 1.02 0.87 2.96
C 0.94 0.15 -1.07
C 1.61 0.76 -2.05
C 1.95 0.22 -3.37
C 3.27 0.15 -3.82
C 3.56 -0.38 -5.06
C 2.55 -0.86 -5.87
C 1.23 -0.80 -5.44
C 0.94 -0.26 -4.20
H 4.07 0.48 -3.17
H 4.59 -0.43 -5.39
H 2.78 -1.27 -6.84
H 0.44 -1.18 -6.07
H -0.09 -0.19 -3.87
N -1.22 4.16 -1.68
C -1.50 3.15 -0.83
N -0.46 2.34 -0.69
C 0.53 2.85 -1.47
C 1.88 2.24 -1.71
C 2.62 3.03 -2.74
C 2.13 4.16 -3.32
C 0.86 4.70 -3.03
C 0.08 4.00 -2.11
H -1.85 4.90 -1.95
H -2.45 3.03 -0.34
H 2.45 2.25 -0.76
H 3.60 2.68 -3.01
H 2.74 4.68 -4.04
H 0.52 5.61 -3.50
```